{
  "formula": "C2H3O2P",
  "method": "ωB97M-V/def2-TZVPD",
  "elements": ["C", "P", "O", "C", "O", "H", "H", "H"],
  "xyz": [[-0.658087, 1.263972, 0.033903], [-1.707896, -0.022710, -0.106788], [-0.578623, -1.169993, -0.115327], [0.677630, -0.705540, 0.094984], [0.899275, 0.648419, 0.045456], [-0.869988, 2.283494, -0.248794], [1.401264, -1.191210, -0.749597], [0.836422, -1.106431, 1.046161]],
  "forces_ev_per_a": [[2.3048, -2.4170, -0.4900], [-0.0676, 1.1125, 0.0277], [-2.6644, -0.5541, -1.1962], [4.0603, -1.5755, -2.2991], [-4.4676, 2.7572, -0.3273], [0.7615, 0.2384, 0.4319], [-1.4693, 0.8335, 2.0165], [1.5422, -0.3950, 1.8365]],
  "nbo_charge": [-0.46, 1.00, -0.77, 0.24, -0.52, 0.23, 0.15, 0.14],
  "e_above_lowest_ev": 2.473,
  "smiles": "C1=POCO1",
  "charge": 0,
  "multiplicity": 1,
  "homo_lumo_gap_ev": 8.982
}